Here is a structure of composition C14H27N7O4PS3Ti at a distorted geometry from OMol25. Energies are from the ωB97M-V functional and the def2-TZVPD basis.

Last column: Löwdin charge in e.
Cartesian coordinates (Å):
Ti 0.34476 0.52669 -1.59356  0.690
N -2.34843 -0.84944 0.44820  0.054
N -2.96268 0.34946 0.82698  0.038
C -2.43746 1.53363 0.54429  -0.312
N -3.01222 2.62840 0.99592  0.264
N -1.30664 1.54946 -0.26296  0.086
N -0.49656 2.57308 -0.15942  -0.374
O -0.50850 3.49433 0.58609  0.198
O 0.48320 2.41218 -1.01570  -0.136
H -3.03508 -1.42210 -0.03513  0.108
H -2.05050 -1.34393 1.28501  0.119
H -3.82630 0.31637 1.35853  0.186
H -3.85488 2.58076 1.55337  0.161
H -2.62646 3.54624 0.83200  0.135
N 1.77346 0.48286 2.69034  0.176
C 2.03915 0.71342 1.41753  -0.713
S 1.45053 -0.48080 0.26110  0.777
N 2.78032 1.73508 1.04262  0.098
C 3.42956 2.66353 1.94132  -0.242
C 4.28516 2.17419 2.92123  -0.033
C 4.92194 3.08064 3.75736  -0.032
C 4.71738 4.44417 3.59137  -0.031
C 3.88103 4.91359 2.58722  -0.036
C 3.22388 4.02148 1.75156  -0.012
H 1.28809 -0.35658 2.96429  0.124
H 2.19675 1.05690 3.41115  0.131
H 2.88485 1.89194 0.05100  0.140
H 4.49807 1.11492 2.99876  0.128
H 5.59603 2.71942 4.52145  0.126
H 5.22423 5.14659 4.23824  0.126
H 3.73950 5.97668 2.45224  0.123
H 2.56706 4.37932 0.96904  0.114
C 0.37184 3.57674 -4.06754  -0.032
C -0.04249 2.47612 -4.99851  -0.310
C 1.02994 2.01099 -5.94064  -0.048
O -0.51374 1.31919 -4.04127  -0.413
P -0.58084 -0.21990 -4.26163  0.019
S -0.23161 -1.19554 -5.79648  0.568
S -1.33884 -0.88182 -2.53014  0.462
O 1.58136 0.06927 -2.75080  -0.411
C 2.82611 -0.62310 -3.26999  -0.389
C 4.00314 0.08269 -2.65518  -0.022
C 2.68637 -2.08594 -2.94992  -0.022
H 0.59537 4.45492 -4.67568  0.117
H 1.28077 3.31959 -3.52063  0.088
H -0.42254 3.85034 -3.37580  0.090
H -0.97908 2.70213 -5.50447  0.159
H 1.87285 1.56791 -5.40662  0.086
H 1.40320 2.90371 -6.44633  0.117
H 0.67029 1.32793 -6.70413  0.061
H 2.74533 -0.42902 -4.34094  0.134
H 4.02434 -0.05519 -1.57282  0.078
H 4.01620 1.14318 -2.90339  0.094
H 4.91469 -0.36237 -3.05874  0.115
H 2.63643 -2.26116 -1.87439  0.077
H 3.58027 -2.59573 -3.31652  0.117
H 1.82410 -2.53664 -3.43963  0.084

Relative energy (zero: lowest compared OMol25 entry of this formula, charge and spin)   96.7 kJ/mol
Net charge   +3
Gap between HOMO and LUMO   0.2181 hartree
Spin multiplicity   1
E   -98461.6457 eV